This record from OMol25 describes a structure of composition C44H58N3O2P2RhSeSi at a distorted geometry. The level of theory is ωB97M-V with the def2-TZVPD basis set.

Results
* multiplicity: 2
* LUMO (alpha / beta): -3.2 / -2.9 eV
* expectation value of S²: 0.757
* total charge: +1

Each line ends with the Mulliken charge.
Cartesian coordinates (Å):
1 Rh 0.671138 0.795313 1.742637  1.62
2 C -0.686162 0.177513 5.235037  -1.11
3 P 0.540838 1.051513 4.184837  0.99
4 C 0.654238 2.661813 5.073137  -1.38
5 C 2.131238 0.237213 4.697837  -1.04
6 C 3.299638 0.760513 3.865137  -1.35
7 P 3.026738 0.443013 2.055137  1.03
8 C 3.697238 -1.261387 1.908937  -1.52
9 C 4.399938 1.418813 1.320537  -1.42
10 H -1.649862 0.672613 5.118637  0.38
11 H -0.397162 0.200913 6.284837  0.47
12 H -0.789662 -0.851687 4.898637  0.12
13 H 0.972638 2.516513 6.105437  0.47
14 H -0.325762 3.135813 5.066237  0.38
15 H 1.354138 3.319713 4.561937  0.38
16 H 2.011538 -0.836587 4.523237  0.29
17 H 2.316738 0.400113 5.765237  0.60
18 H 4.237738 0.287113 4.179437  0.63
19 H 3.399738 1.842713 3.999937  0.44
20 H 4.684038 -1.309787 2.370537  0.54
21 H 3.778738 -1.534287 0.858537  0.30
22 H 3.028638 -1.972787 2.392137  0.37
23 H 5.279438 1.390113 1.962837  0.54
24 H 4.087738 2.452913 1.181537  0.30
25 H 4.646038 0.997713 0.347537  0.32
26 O -0.011362 -1.247287 1.799037  0.94
27 Si -0.872962 -2.300087 1.020437  -2.50
28 C -1.107362 -3.850087 2.108937  0.95
29 C -0.804262 -3.800587 3.462037  -0.07
30 C -1.054662 -4.886087 4.284637  -0.58
31 C -1.620162 -6.035587 3.759537  -0.59
32 C -1.901862 -6.101887 2.405837  -0.78
33 C -1.641162 -5.016587 1.586737  -0.28
34 C -2.637462 -1.594487 0.760837  0.36
35 C -2.879062 -0.257487 1.035737  1.20
36 C -4.156262 0.269913 0.952237  -0.60
37 C -5.212162 -0.545287 0.580737  -0.84
38 C -4.974762 -1.872487 0.267537  -0.87
39 C -3.696662 -2.395587 0.365537  -0.40
40 C -0.033262 -2.739087 -0.637563  0.89
41 C 1.260438 -2.263687 -0.826863  0.17
42 C 1.995738 -2.615587 -1.944363  0.13
43 C 1.437238 -3.443987 -2.903663  -0.91
44 C 0.143038 -3.906387 -2.738363  -0.99
45 C -0.590262 -3.547387 -1.619663  -0.44
46 H -0.361162 -2.904287 3.870937  -0.09
47 H -0.807762 -4.839687 5.336637  0.42
48 H -1.829262 -6.881387 4.399737  0.38
49 H -2.322762 -7.003287 1.985037  0.43
50 H -1.847962 -5.092387 0.529937  0.19
51 H -2.044462 0.381213 1.319737  0.05
52 H -4.330062 1.311813 1.178837  0.48
53 H -6.215362 -0.147387 0.528637  0.40
54 H -5.785062 -2.503187 -0.066263  0.42
55 H -3.531262 -3.434687 0.128037  0.21
56 H 1.686538 -1.614287 -0.071563  -0.36
57 H 3.006538 -2.247687 -2.068563  0.52
58 H 2.012038 -3.718987 -3.775863  0.45
59 H -0.288962 -4.565687 -3.475263  0.43
60 H -1.605962 -3.902887 -1.519363  0.37
61 C 2.413738 4.269613 -1.158563  -0.88
62 C 2.370338 3.644213 -2.547763  -0.29
63 C 3.406038 2.533613 -2.726163  -1.00
64 C 3.048538 1.213213 -2.030163  -0.43
65 N 2.026338 0.490713 -2.734063  1.33
66 C 0.756238 0.289413 -2.269363  -1.20
67 Se -0.012562 1.191413 -0.791863  -0.11
68 N 0.041038 -0.326487 -3.251463  1.22
69 C -1.363562 -0.610087 -3.185263  -0.89
70 C -2.162762 0.439713 -3.962363  -0.26
71 C -3.640662 0.066613 -4.069363  -0.79
72 C -4.391262 0.333713 -2.773163  -0.60
73 C 0.869038 -0.592087 -4.308363  0.58
74 C 0.650138 -1.249987 -5.509663  -0.53
75 C 1.749338 -1.421187 -6.342963  -0.88
76 C 3.009138 -0.947587 -6.001263  -0.89
77 C 3.232938 -0.258487 -4.815363  -0.90
78 C 2.141638 -0.084287 -3.974363  0.45
79 H 1.841638 5.193913 -1.138763  0.38
80 H 3.437938 4.520413 -0.888063  0.35
81 H 2.000138 3.600013 -0.405963  -0.17
82 H 2.582738 4.414713 -3.289663  0.44
83 H 1.367038 3.261113 -2.748363  0.09
84 H 4.360438 2.881813 -2.325263  0.48
85 H 3.540638 2.335113 -3.791563  0.44
86 H 2.671238 1.412213 -1.021363  -0.73
87 H 3.944838 0.584613 -1.958063  0.54
88 H -1.653862 -0.625887 -2.130163  -0.40
89 H -1.543662 -1.606187 -3.596663  0.63
90 H -1.735762 0.536713 -4.963363  0.45
91 H -2.054162 1.404813 -3.459763  0.16
92 H -3.722662 -0.992087 -4.322863  0.33
93 H -4.091562 0.641213 -4.880363  0.34
94 H -3.999462 -0.284587 -1.969463  -0.13
95 H -5.449262 0.116213 -2.893563  0.44
96 H -4.282662 1.376713 -2.487263  0.27
97 H -0.322762 -1.617687 -5.789063  0.52
98 H 1.619538 -1.940287 -7.279963  0.44
99 H 3.836538 -1.104887 -6.678863  0.46
100 H 4.213838 0.113013 -4.565063  0.51
101 O -0.070562 2.837713 1.097037  -0.19
102 N -0.933962 3.720313 1.577437  0.39
103 C -1.883162 3.355613 2.488537  -0.43
104 C -2.824162 4.249213 2.907937  -1.27
105 C -2.839162 5.550613 2.393337  -0.27
106 C -1.880862 5.888513 1.426337  -0.76
107 C -0.955362 4.971413 1.028437  -0.12
108 H -1.834162 2.326713 2.818937  0.70
109 H -3.563362 3.937813 3.629437  0.48
110 H -3.575862 6.265813 2.710037  0.46
111 H -1.872662 6.868913 0.974737  0.45
112 H -0.218462 5.141413 0.262937  0.35

Forces on atoms 1 to 3 (eV/Å):
Rh -0.8139 -0.0072 0.0887
C -0.0239 0.1645 -0.6644
P 1.0926 -1.0748 -0.0175